{"formula": "C8H9Cl2ORuS2Se3Te", "method": "the ωB97M-V functional and the def2-TZVPD basis", "species": ["Ru", "Se", "Se", "Te", "Se", "Cl", "C", "C", "C", "C", "C", "Cl", "C", "S", "H", "H", "H", "C", "S", "C", "O", "H", "H", "H", "H", "H", "H"], "coordinates": [[0.21, 1.29, 0.78], [0.17, 0.76, 2.77], [1.70, 2.57, 2.18], [1.22, 2.66, -1.52], [1.30, 1.08, -3.43], [-0.78, -0.98, -0.33], [-2.66, -0.74, -0.35], [-3.61, -1.81, 0.25], [-4.89, -1.52, -0.20], [-5.23, -0.09, -0.19], [-4.65, 0.93, -0.30], [-5.06, 2.53, -0.41], [-3.04, 0.62, -0.55], [-1.84, 1.95, -0.93], [-3.00, -2.75, 0.10], [-5.55, -2.80, 0.52], [-6.40, 0.02, -0.06], [4.44, 0.01, -1.46], [3.22, 0.41, 0.34], [4.55, -0.48, 1.38], [1.92, -0.21, 0.15], [4.50, -1.04, -0.85], [5.67, 0.30, -1.38], [4.09, -0.49, -2.09], [5.48, -0.20, 1.76], [4.36, -1.66, 1.42], [3.89, -0.36, 2.42]], "spin_multiplicity": 6, "lumo_ev": [-1.488, -2.678], "total_charge": 0, "s_squared": 8.79, "e_tot_ha": -9668.86963, "orbital_gap_ev": [6.124, 5.002], "relative_energy_kj_mol": 0.0}

---

{"formula": "C4H7NO", "method": "the ωB97M-V functional and the def2-TZVPD basis", "species": ["C", "C", "C", "N", "C", "O", "H", "H", "H", "H", "H", "H", "H"], "coordinates": [[1.43, -1.10, -0.26], [0.46, -0.11, 0.33], [0.10, 1.13, -0.43], [-0.84, 0.04, -0.30], [-2.02, 0.23, 0.41], [-2.70, 1.23, 0.32], [1.11, -2.14, -0.08], [2.42, -0.97, 0.19], [1.52, -0.95, -1.34], [0.47, -0.02, 1.42], [-0.15, 2.04, 0.12], [0.52, 1.27, -1.42], [-2.31, -0.64, 1.03]], "lumo_ev": 0.978, "smiles": "C[C@H]1CN1C=O", "total_charge": 0, "e_tot_ha": -286.57033, "orbital_gap_ev": 10.875, "relative_energy_kj_mol": 161.0}

---

{"formula": "C3H13NO3", "method": "the ωB97M-V functional and the def2-TZVPD basis", "species": ["C", "C", "N", "C", "H", "H", "H", "H", "H", "H", "H", "H", "H", "O", "H", "H", "O", "H", "H", "O"], "coordinates": [[1.91, 1.22, 0.86], [1.64, 1.09, -0.50], [0.76, 0.29, -1.07], [0.32, 0.61, -2.44], [2.90, 1.55, 1.18], [1.02, 1.25, 1.49], [2.40, 1.67, -1.06], [0.45, -0.61, -0.66], [1.14, 1.09, -2.99], [-0.52, 1.29, -2.30], [0.03, -0.24, -3.03], [-1.96, 0.41, 3.19], [-1.83, 1.30, 1.97], [-2.48, 0.77, 2.45], [1.00, -2.72, 0.53], [-0.51, -2.22, 0.56], [0.33, -2.28, 0.01], [-2.03, -0.92, 1.11], [-2.41, -1.72, -0.12], [-2.17, -1.83, 0.81]], "spin_multiplicity": 2, "lumo_ev": [-3.961, -6.892], "total_charge": 1, "s_squared": 0.77, "e_tot_ha": -402.25242, "orbital_gap_ev": [10.755, 8.376], "relative_energy_kj_mol": 92.3}

---

{"formula": "C5H17NO2", "method": "the ωB97M-V functional and the def2-TZVPD basis", "species": ["C", "C", "C", "C", "C", "N", "H", "H", "H", "H", "H", "H", "H", "H", "H", "H", "H", "H", "H", "O", "H", "H", "O", "H", "H"], "coordinates": [[2.89, -0.23, -0.83], [1.40, -0.82, -0.98], [0.22, 0.09, -0.70], [-0.95, 0.27, -1.67], [-0.28, -0.42, 0.72], [-1.44, 0.35, 1.22], [2.75, 0.79, -1.00], [3.27, -0.17, 0.15], [3.43, -1.04, -1.35], [1.27, -1.27, -1.99], [1.47, -1.65, -0.27], [0.58, 1.14, -0.86], [-0.65, 0.97, -2.52], [-1.32, -0.62, -2.11], [-1.76, 0.56, -1.04], [-0.31, -1.53, 0.70], [0.66, -0.26, 1.28], [-1.13, 1.29, 1.56], [-1.80, -0.02, 1.99], [-1.35, 2.77, 0.10], [-1.32, 2.55, -0.87], [-0.96, 3.61, 0.15], [-1.82, -2.17, 2.95], [-1.87, -1.63, 2.23], [-0.97, -2.53, 3.12]], "lumo_ev": 0.713, "smiles": "CC[C@@H](C)CN.O.O", "total_charge": 0, "e_tot_ha": -405.83415, "orbital_gap_ev": 9.961, "relative_energy_kj_mol": 284.3}